[1]
93
Properties=species:S:1:pos:R:3:lowdin_spin:R:1 method="wB97M-V/def2-TZVPD" multiplicity=6 charge=+3 e_tot_ev=-162250.43933 s_squared=8.795 e_homo_ev="-14.7591 / -14.7584"
Fe 1.2014 0.1702 -1.0366 3.386
P 2.6049 0.9908 0.5221 0.075
P -0.0668 1.8543 -1.4066 0.091
P 2.9185 -0.4556 -2.2584 0.109
H -1.0017 -1.4757 -0.2072 0.007
C -0.0048 -1.6987 -0.6263 0.055
C 1.1241 -1.7210 0.2378 0.029
H 1.0030 -1.4270 1.2890 0.007
C 2.2646 1.4054 2.2764 0.039
C 3.4162 2.5844 0.0985 0.005
C 4.1022 -0.0117 0.9035 0.013
C -1.6968 1.2329 -1.9604 0.038
C -0.6351 3.0869 -0.1824 0.011
C 0.6607 2.9260 -2.7166 0.030
C 3.7837 -2.0470 -1.8770 0.019
C 4.2881 0.6602 -2.7702 0.019
C 2.2139 -0.8106 -3.8973 0.042
H -0.0130 -2.2213 -1.6011 0.007
H 2.0015 -2.3439 0.0249 0.004
H 1.9472 0.5195 2.8439 0.001
H 1.4998 2.1858 2.3668 0.004
H 3.2178 1.7729 2.6884 0.005
H 2.6714 3.3857 0.0249 0.000
H 3.9802 2.5238 -0.8373 0.000
H 4.1005 2.7980 0.9315 0.001
H 3.8180 -1.0207 1.2220 0.000
H 4.5992 0.4970 1.7407 0.003
H 4.7999 -0.0825 0.0632 0.000
H -2.1071 1.9558 -2.6767 0.005
H -2.3759 1.1184 -1.1053 0.000
H -1.6193 0.2389 -2.4271 0.003
H -1.2197 3.8496 -0.7181 0.001
H 0.2125 3.5587 0.3300 0.000
H -1.2726 2.5887 0.5610 0.005
H -0.0749 3.6956 -2.9914 0.005
H 0.9362 2.3291 -3.5995 0.001
H 1.5737 3.4069 -2.3293 0.000
H 4.3822 -2.3271 -2.7575 0.003
H 3.0377 -2.8323 -1.6851 0.000
H 4.4417 -1.9518 -1.0008 0.000
H 4.7554 0.2099 -3.6588 0.003
H 5.0399 0.7896 -1.9808 0.000
H 3.8650 1.6360 -3.0476 0.000
H 2.9485 -1.3844 -4.4825 0.007
H 1.9787 0.1362 -4.4078 0.000
H 1.2868 -1.3804 -3.7602 0.002
C -1.1340 -1.3180 -5.3068 0.000
C -2.2303 -0.9579 -6.1241 0.000
C -2.6682 -1.8771 -7.0892 0.000
C -1.9911 -3.0859 -7.2835 0.000
C -0.7861 -3.3263 -6.6052 0.000
C -0.3422 -2.4282 -5.6410 0.000
O -0.8688 -0.7737 -4.0507 0.004
H -0.7375 0.2039 -4.1108 0.000
H -2.7534 -0.0090 -5.9771 0.000
H -3.5525 -1.6495 -7.6857 0.000
H -2.3897 -3.8341 -7.9644 0.000
H -0.1959 -4.2104 -6.8118 0.000
H 0.5896 -2.6092 -5.1003 0.000
C -3.1009 3.6189 5.1563 0.014
C -2.0543 3.9747 4.2993 0.004
C -1.4292 3.0078 3.5085 0.010
C -1.8722 1.6744 3.5763 0.091
C -2.9413 1.3177 4.4056 0.023
C -3.5416 2.2935 5.2120 0.007
As -0.9560 0.3176 2.4937 0.297
C -0.1938 -0.7045 4.0022 0.077
C 0.1328 -2.0620 3.8304 0.037
C 0.7531 -2.7672 4.8714 0.004
C 1.0571 -2.1143 6.0736 0.063
C 0.7617 -0.7576 6.2330 0.009
C 0.1351 -0.0514 5.2002 0.034
C -2.5596 -0.7179 2.0465 0.088
C -2.8880 -1.9239 2.6769 0.041
C -3.9524 -2.6882 2.1820 0.011
C -4.6852 -2.2458 1.0753 0.085
C -4.3955 -1.0088 0.4872 0.003
C -3.3626 -0.2208 1.0039 0.050
H -3.5770 4.3765 5.7780 0.001
H -1.7167 5.0089 4.2421 0.000
H -0.6054 3.2785 2.8446 0.001
H -3.3027 0.2862 4.4202 0.000
H -4.3565 2.0067 5.8789 0.001
H -0.1189 -2.5777 2.8963 0.001
H 0.9901 -3.8271 4.7349 -0.001
H 1.5279 -2.6693 6.8866 0.003
H 1.0111 -0.2376 7.1622 0.000
H -0.1166 1.0011 5.3321 0.001
H -2.3239 -2.2619 3.5467 0.001
H -4.2010 -3.6355 2.6646 0.000
H -5.4915 -2.8607 0.6722 0.004
H -4.9682 -0.6514 -0.3734 -0.001
H -3.1849 0.7813 0.6119 0.001

[2]
95
Properties=species:S:1:pos:R:3:mulliken_charge:R:1 method="wB97M-V/def2-TZVPD" charge=+2 e_tot_ev=-136825.17521 e_homo_ev=-13.6665
C 2.8219 4.8481 -1.8842 -0.238
C 1.6047 4.4593 -2.4804 0.450
C 1.6104 3.9316 -3.7911 -0.284
C 2.8135 3.9759 -4.5062 -0.580
N 3.9429 4.4372 -3.9659 -0.531
C 3.9736 4.8482 -2.6947 -0.443
C 0.3714 4.4762 -1.7518 -0.723
C -0.7128 4.2983 -1.1951 0.197
C -1.6916 3.5136 -0.4973 0.494
C -1.2123 2.6171 0.4719 -0.114
C -2.0841 1.6483 1.0096 -1.574
C -3.2022 1.3695 0.2437 -0.050
C -3.7471 2.2712 -0.6601 -0.424
C -3.0456 3.4683 -0.8896 -0.922
Cd -1.5623 -0.5294 -0.1798 2.343
P 1.3164 -0.3835 -1.1570 0.323
H 0.7138 3.5170 -4.2346 0.531
H 2.8811 5.1623 -0.8410 0.489
H 2.8762 3.6383 -5.5503 0.411
H 4.9502 5.1983 -2.3225 0.380
H -3.4783 4.2899 -1.4731 0.488
H -0.1631 2.6677 0.7867 0.685
H -4.6844 2.0674 -1.1927 0.523
H -1.8703 1.1970 1.9786 1.329
C 2.1376 -2.0472 -0.9606 -0.738
C 3.3710 -2.4343 -1.7801 -1.514
H 1.3319 -2.7682 -1.1811 0.498
H 2.3707 -2.1542 0.1109 0.544
H 3.6209 -3.4876 -1.5842 0.442
H 3.2069 -2.3410 -2.8593 0.299
H 4.2628 -1.8515 -1.5173 0.277
C 1.7107 0.1163 -2.9203 -0.149
C 3.1421 0.4633 -3.3238 -1.317
H 1.0764 1.0053 -3.0839 0.245
H 1.3196 -0.6848 -3.5713 0.278
H 3.1778 0.6523 -4.4067 0.431
H 3.5016 1.3793 -2.8366 0.119
H 3.8619 -0.3380 -3.1199 0.220
C 2.4336 0.7663 -0.2022 0.143
C 3.9235 0.4470 -0.1021 -1.501
H 2.0050 0.7757 0.8138 0.195
H 2.2928 1.7751 -0.6260 -0.022
H 4.4020 1.1644 0.5782 0.453
H 4.1125 -0.5538 0.2997 0.309
H 4.4522 0.5303 -1.0583 0.270
Br -4.1872 -0.6233 0.4233 -0.178
P -2.2665 -1.8918 -2.5148 0.535
C -1.0573 -2.6212 -3.7017 -0.297
C -1.4774 -3.9166 -4.3866 -1.360
H -0.1398 -2.7881 -3.1102 0.113
H -0.8199 -1.8514 -4.4528 0.436
H -0.6600 -4.2620 -5.0301 0.431
H -1.6870 -4.7176 -3.6700 0.300
H -2.3569 -3.7933 -5.0297 0.269
C -3.3618 -3.2845 -1.9998 -0.624
C -4.6600 -3.5131 -2.7615 -1.378
H -3.5988 -3.0725 -0.9457 0.418
H -2.7562 -4.2020 -2.0170 0.441
H -5.2706 -4.2446 -2.2156 0.435
H -5.2557 -2.5980 -2.8591 0.278
H -4.4987 -3.9366 -3.7603 0.250
C -3.2652 -0.7052 -3.5211 -0.582
C -3.6270 -1.0822 -4.9595 -1.284
H -2.6569 0.2160 -3.5369 0.434
H -4.1692 -0.4681 -2.9365 0.405
H -4.1974 -0.2560 -5.4079 0.409
H -2.7420 -1.2358 -5.5906 0.303
H -4.2612 -1.9752 -5.0279 0.235
C 1.7382 2.4887 6.6162 -1.087
C 0.5852 1.5994 7.0411 -0.684
N 0.4274 0.3631 6.2506 0.214
C 0.8916 -0.8712 6.9328 -0.984
C -0.1763 -1.4918 7.8262 -1.280
C 0.0246 0.4803 4.9507 0.145
O -0.1579 1.6010 4.4552 -0.711
C -0.2363 -0.7255 4.0988 -0.090
C -0.6004 -1.9983 4.5571 0.164
C -0.9071 -2.9744 3.6161 -0.940
C -0.9673 -2.6203 2.2719 -0.648
N -0.7629 -1.3544 1.8490 -0.031
C -0.2625 -0.4623 2.7326 -0.825
H 2.6711 1.9210 6.5414 0.292
H 1.8732 3.2718 7.3707 0.381
H 1.5021 2.9586 5.6574 0.291
H 0.7087 1.2416 8.0727 0.484
H -0.3549 2.1671 6.9604 0.342
H 1.2644 -1.5755 6.1795 0.651
H 1.7464 -0.5689 7.5543 0.474
H -1.1838 -1.1774 7.5301 0.400
H -0.1222 -2.5860 7.7872 0.390
H -0.0227 -1.1855 8.8647 0.383
H -0.6097 -2.2130 5.6268 0.404
H -1.1191 -4.0006 3.9181 0.459
H -1.1897 -3.3732 1.5131 0.507
H 0.0770 0.5063 2.3452 1.065

[3]
97
Properties=species:S:1:pos:R:3:mulliken_charge:R:1 method="wB97M-V/def2-TZVPD" charge=0 e_tot_ev=-146715.35623 e_homo_ev=-7.4578
Pt 0.1801 -0.5262 0.1503 1.161
C -1.1491 4.9913 1.3149 -1.351
C -0.1204 4.1232 0.6479 0.621
C 1.1605 4.5719 0.3558 -0.560
C 2.0719 3.7216 -0.2449 -0.526
C 1.6551 2.4323 -0.5260 -0.147
Br 2.8605 1.2293 -1.3556 -0.136
N 0.4479 1.9702 -0.2590 -0.318
C -0.4206 2.8082 0.3176 -0.267
H -0.7783 6.0059 1.4547 0.398
H -1.4159 4.5913 2.2950 0.289
H -2.0634 5.0432 0.7224 0.336
H 1.4516 5.5869 0.6000 0.377
H 3.0754 4.0378 -0.4874 0.438
H -1.3879 2.3857 0.5468 0.597
C -7.9014 -2.0578 0.0982 -1.772
C -7.2717 -2.3604 1.4649 1.650
C -7.4194 -3.8639 1.7223 -1.863
C -8.0772 -1.6032 2.5293 -1.612
C -5.7573 -1.9490 1.4512 2.114
O -5.1779 -2.3150 0.1992 -0.777
C -4.8857 -2.6405 2.5230 0.148
C -5.1351 -2.4811 4.0303 -1.728
C -4.8120 -1.1099 4.5728 -0.312
C -5.7753 -0.2902 5.1503 -0.225
C -5.4614 0.9895 5.5894 -0.920
C -4.1636 1.4512 5.4523 0.269
Cl -3.7657 3.0599 5.9783 -0.246
C -3.1739 0.6451 4.9126 -0.691
C -3.5071 -0.6293 4.4859 0.785
C -5.6469 -0.4078 1.4921 -2.218
N -4.4683 0.1095 0.8259 1.167
C -3.1734 -0.0323 1.1246 0.081
N -2.4248 0.4791 0.1733 -0.110
C -3.3408 0.9375 -0.7206 -0.713
N -4.5902 0.7303 -0.3693 -1.269
H -8.9774 -2.2363 0.1553 0.477
H -7.4898 -2.6936 -0.6836 0.359
H -7.7519 -1.0236 -0.2143 0.304
H -8.4588 -4.1587 1.5665 0.539
H -7.1467 -4.1420 2.7415 0.298
H -6.8134 -4.4603 1.0343 0.333
H -9.1064 -1.9687 2.5217 0.554
H -8.1167 -0.5306 2.3326 0.263
H -7.6887 -1.7478 3.5346 0.197
H -5.1223 -3.2754 0.1495 0.605
H -3.8526 -2.3463 2.3196 -0.774
H -4.9150 -3.7096 2.2937 0.737
H -4.4796 -3.2042 4.5247 0.530
H -6.1489 -2.7702 4.3045 0.588
H -6.7928 -0.6463 5.2580 0.419
H -6.2161 1.6256 6.0313 0.431
H -2.1570 1.0064 4.8285 0.571
H -2.7227 -1.2594 4.0789 0.166
H -5.6648 -0.0435 2.5171 0.255
H -6.4778 0.0417 0.9580 0.426
H -2.8012 -0.4864 2.0290 0.292
H -3.0791 1.4157 -1.6512 0.502
C 3.0447 -2.3463 1.7959 -1.106
Si 1.8337 -3.4318 0.8452 0.580
C 2.8862 -4.6233 -0.1712 -1.188
C 0.8563 -4.5381 2.0296 -1.056
C 0.7677 -2.4071 -0.3049 -0.472
Si -0.7074 -3.1488 -1.1671 -0.125
C -1.5895 -1.8530 -2.2280 -1.058
C -1.9832 -3.8585 0.0199 -0.251
C -0.1794 -4.5353 -2.3308 -1.209
H 4.0478 -2.7808 1.7630 0.482
H 2.7563 -2.2370 2.8447 0.255
H 3.0862 -1.3443 1.3651 0.255
H 3.5046 -5.2301 0.4972 0.293
H 3.5607 -4.0823 -0.8414 0.279
H 2.2884 -5.3027 -0.7813 0.287
H 1.4105 -4.6702 2.9631 0.354
H 0.7209 -5.5288 1.5846 0.409
H -0.1324 -4.1592 2.2837 0.219
H 1.5151 -2.1373 -1.0826 0.296
H -2.4661 -1.4608 -1.7098 0.047
H -1.9248 -2.2938 -3.1713 0.478
H -0.9477 -1.0021 -2.4871 0.377
H -2.2865 -3.1074 0.7547 -0.490
H -1.6197 -4.7414 0.5493 0.422
H -2.8714 -4.1469 -0.5522 0.371
H 0.5529 -4.1770 -3.0594 0.342
H -1.0437 -4.9126 -2.8858 0.328
H 0.2667 -5.3770 -1.7970 0.271
C 0.6838 -0.3143 4.8790 -0.943
C -0.0535 -1.3423 4.3080 -0.815
C -0.1946 -1.4249 2.9275 0.565
C 0.4060 -0.4914 2.0768 -0.056
C 1.1372 0.5456 2.6690 -0.216
C 1.2713 0.6313 4.0479 -0.631
H 0.8047 -0.2542 5.9532 0.399
H -0.5158 -2.0938 4.9392 0.467
H -0.7662 -2.2378 2.4963 0.449
H 1.6358 1.2853 2.0495 0.214
H 1.8558 1.4380 4.4748 0.434

[4]
94
Properties=species:S:1:pos:R:3:lowdin_spin:R:1 method="wB97M-V/def2-TZVPD" multiplicity=5 charge=+3 e_tot_ev=-124779.20035 s_squared=6.056 e_homo_ev="-14.8627 / -15.4612"
Co 0.4882 0.4647 0.2074 2.512
P 2.1576 -0.3883 1.5489 0.036
P 0.3462 2.3365 1.5768 0.083
P 1.0069 -1.0754 -1.4422 0.073
H 1.4002 2.9019 -0.9686 0.001
C 1.0495 1.9266 -1.3115 0.048
C -0.3851 1.6811 -1.3543 -0.010
H -1.0601 2.4688 -1.0310 0.001
C 3.9146 0.1778 1.3028 0.004
C 2.0861 -0.1807 3.3959 0.007
C 2.5044 -2.2156 1.6064 0.007
C -0.6182 3.7980 0.9771 0.015
C -0.3383 2.3108 3.3022 0.024
C 1.9466 3.2098 1.9011 0.002
C 0.2941 -0.8331 -3.1333 0.014
C 0.6288 -2.8826 -1.2854 0.021
C 2.7862 -1.1789 -1.9404 0.005
H 1.6640 1.5762 -2.1430 0.001
H -0.7985 1.1445 -2.2037 0.000
H 4.6069 -0.3013 2.0065 0.001
H 3.9672 1.2620 1.4267 0.000
H 4.2257 -0.0495 0.2803 0.000
H 2.9392 -0.6736 3.8762 0.001
H 1.1596 -0.6265 3.7706 0.000
H 2.0952 0.8749 3.6754 0.000
H 3.2972 -2.4348 2.3310 0.001
H 2.8208 -2.5866 0.6291 0.000
H 1.5958 -2.7484 1.9003 0.000
H -0.5466 4.6090 1.7098 0.004
H -1.6687 3.5235 0.8473 0.000
H -0.2292 4.1487 0.0182 0.000
H 0.0109 3.1856 3.8622 0.004
H -0.0436 1.4042 3.8311 0.000
H -1.4286 2.3429 3.2529 0.000
H 1.7782 4.1739 2.3948 0.001
H 2.4597 3.3696 0.9496 0.000
H 2.5900 2.5988 2.5380 0.000
H 0.6776 -1.6083 -3.8052 0.003
H 0.5714 0.1479 -3.5265 0.001
H -0.7964 -0.8965 -3.0973 0.000
H 1.0493 -3.4378 -2.1314 0.004
H -0.4546 -3.0284 -1.2764 0.000
H 1.0346 -3.2856 -0.3569 0.000
H 2.9169 -1.8228 -2.8175 0.002
H 3.3906 -1.5738 -1.1211 0.000
H 3.1413 -0.1711 -2.1708 0.001
C 3.7068 0.7059 -6.6858 0.180
C 5.0399 0.9998 -6.9999 0.089
C 5.3361 2.0534 -7.8626 0.027
C 4.3152 2.8232 -8.4204 0.215
C 2.9877 2.5289 -8.1063 0.026
C 2.6795 1.4783 -7.2453 0.092
S 3.2487 -0.6166 -5.5978 0.344
H 4.4991 -1.0361 -5.3346 0.012
H 5.8439 0.4075 -6.5717 0.001
H 6.3745 2.2705 -8.0978 -0.001
H 4.5511 3.6430 -9.0919 0.009
H 2.1821 3.1197 -8.5333 -0.001
H 1.6432 1.2560 -7.0063 0.001
O -0.6399 -0.7100 1.1828 0.117
P -2.1573 -0.8365 1.6538 0.014
C -2.6071 0.1804 3.1256 0.002
C -1.9946 -0.0671 4.3666 0.000
C -2.3782 0.6552 5.5018 0.000
C -3.3855 1.6191 5.4092 0.000
C -4.0152 1.8569 4.1842 0.000
C -3.6344 1.1364 3.0463 0.001
C -3.4056 -0.7400 0.3014 0.002
C -4.7684 -0.8733 0.6143 0.000
C -5.7368 -0.7963 -0.3879 0.000
C -5.3492 -0.5893 -1.7127 0.000
C -3.9927 -0.4633 -2.0303 0.000
C -3.0250 -0.5433 -1.0213 0.000
C -2.2895 -2.5240 2.4247 0.001
C -3.3959 -2.8382 3.2354 0.000
C -3.4660 -4.0676 3.8981 0.000
C -2.4369 -4.9972 3.7514 0.000
C -1.3425 -4.7016 2.9349 0.000
C -1.2713 -3.4686 2.2778 0.000
H -1.2205 -0.8194 4.4568 0.000
H -1.8972 0.4657 6.4529 0.000
H -3.6822 2.1772 6.2880 0.000
H -4.8006 2.5984 4.1166 0.000
H -4.1364 1.3319 2.1102 0.000
H -5.0897 -1.0274 1.6340 0.000
H -6.7850 -0.8949 -0.1343 0.000
H -6.0999 -0.5284 -2.4898 0.000
H -3.6913 -0.3095 -3.0576 0.000
H -1.9861 -0.4610 -1.2569 0.000
H -4.1913 -2.1234 3.3896 0.000
H -4.3121 -4.2902 4.5363 0.000
H -2.4862 -5.9461 4.2728 0.000
H -0.5432 -5.4231 2.8229 0.000
H -0.4277 -3.2526 1.6543 0.000

[5]
90
Properties=species:S:1:pos:R:3:lowdin_spin:R:1 method="wB97M-V/def2-TZVPD" multiplicity=6 charge=+1 e_tot_ev=-84592.26026 s_squared=8.779 e_homo_ev="-10.4873 / -10.8358"
Fe 0.4931 -0.4689 -0.2753 3.999
C -0.2531 -4.4252 -1.0064 0.010
Sb -0.6731 -2.9156 0.4204 0.089
C -2.8021 -3.0386 0.4830 0.021
C -0.2124 -3.9206 2.2514 0.028
H -0.7636 -5.3378 -0.7014 0.001
H 0.8198 -4.6035 -1.0548 0.000
H -0.6094 -4.1112 -1.9868 0.000
H -3.0770 -4.0479 0.7893 0.003
H -3.2291 -2.8280 -0.4941 0.000
H -3.2033 -2.3268 1.2008 0.000
H -1.1237 -4.3765 2.6360 0.002
H 0.1863 -3.2346 2.9952 0.000
H 0.5212 -4.7020 2.0567 0.001
C -0.2060 -2.6224 -6.9497 0.017
C 0.7198 -3.2410 -6.1204 -0.002
C 0.9056 -2.7760 -4.8309 0.015
C 0.1619 -1.7005 -4.3322 0.012
C -0.7622 -1.0829 -5.1819 0.015
C -0.9374 -1.5415 -6.4775 -0.002
C 0.4201 -1.2940 -2.9432 0.108
C -0.2928 -0.5146 -2.1014 0.149
C -1.5994 0.0722 -2.4289 0.024
C -1.7385 1.4228 -2.7603 0.021
C -2.9824 1.9493 -3.0790 -0.002
C -4.1117 1.1434 -3.0622 0.024
C -3.9849 -0.2030 -2.7451 -0.002
C -2.7433 -0.7325 -2.4340 0.021
H -0.3521 -2.9743 -7.9626 0.001
H 1.3017 -4.0782 -6.4826 0.000
H 1.6397 -3.2508 -4.1886 0.001
H -1.3408 -0.2359 -4.8428 0.001
H -1.6504 -1.0487 -7.1260 0.000
H 1.3318 -1.7431 -2.5488 0.010
H -0.8645 2.0532 -2.8183 0.001
H -3.0666 2.9951 -3.3492 -0.001
H -5.0807 1.5553 -3.3110 0.001
H -4.8561 -0.8462 -2.7559 -0.001
H -2.6419 -1.7930 -2.2358 0.001
C -2.0505 -0.1999 2.9770 0.004
C -0.9235 0.6974 3.4881 0.013
C 0.0268 -0.1557 4.3266 0.001
C -1.5008 1.8315 4.3320 0.003
Sb 0.1628 1.4326 1.7340 0.051
C 2.0760 2.1852 2.4813 0.008
C 1.9159 2.9863 3.7730 0.002
C 2.6778 3.0705 1.3907 0.000
C 3.0109 1.0048 2.7307 0.000
C -0.9275 3.1595 0.9521 0.010
C -2.3755 2.7098 0.7399 0.001
C -0.8803 4.3982 1.8413 0.002
C -0.3040 3.4920 -0.4085 0.003
H -2.6434 -0.5602 3.8243 0.000
H -1.6371 -1.0747 2.4681 0.004
H -2.7263 0.3076 2.2865 0.000
H -0.5457 -0.6451 5.1215 0.000
H 0.8108 0.4316 4.8030 0.000
H 0.5033 -0.9406 3.7314 0.000
H -1.9562 1.4104 5.2345 0.001
H -2.2823 2.3749 3.8000 0.000
H -0.7401 2.5436 4.6500 0.000
H 1.2303 3.8270 3.6713 0.000
H 2.8922 3.3925 4.0573 0.001
H 1.5748 2.3676 4.6022 0.000
H 2.1339 4.0072 1.2749 0.000
H 2.7170 2.5620 0.4243 0.000
H 3.7056 3.3241 1.6700 0.000
H 2.6081 0.2929 3.4548 0.000
H 3.9522 1.3887 3.1387 0.000
H 3.2455 0.4680 1.8105 0.000
H -2.8896 2.5139 1.6815 0.000
H -2.4383 1.8185 0.1086 0.001
H -2.9240 3.5087 0.2302 0.000
H -1.3171 4.2343 2.8250 0.000
H -1.4519 5.1956 1.3537 0.001
H 0.1365 4.7687 1.9685 0.000
H -0.1190 2.5968 -1.0053 0.004
H 0.6376 4.0277 -0.3116 0.000
H -0.9915 4.1297 -0.9739 0.000
C 5.1672 -1.4598 0.0699 0.019
C 4.7061 -0.4706 -0.7881 0.006
C 3.3392 -0.2578 -0.9268 0.053
C 2.4132 -1.0089 -0.1978 0.175
C 2.9000 -2.0047 0.6550 0.052
C 4.2624 -2.2338 0.7860 0.006
H 6.2305 -1.6325 0.1758 0.001
H 5.4071 0.1277 -1.3558 0.001
H 2.9976 0.5040 -1.6223 0.006
H 2.2211 -2.6128 1.2490 0.005
H 4.6194 -3.0102 1.4513 0.001

Per-record largest force on an atom, eV Å⁻¹: 4.18, 2.62, 0.65, 4.00, 0.32